w.
{"formula": "C2HClN2OS", "method": "ωB97M-V/def2-TZVPD", "lumo_ha": 0.00820, "homo_energy_ev": -9.95, "molar_mass_g_mol": 136.6, "gap_ev": 10.17, "smiles": "Sc1nonc1Cl", "species": ["C", "C", "H", "N", "N", "O", "S", "Cl"], "xyz": [[0.8205, 0.1863, 0.1908], [-0.6383, 0.1259, 0.0290], [2.8436, -0.3218, -0.2012], [1.0600, 1.4896, 0.1187], [-1.1820, 1.3995, -0.0623], [-0.2135, 2.1479, -0.1000], [1.8630, -1.1289, -0.0529], [-1.8343, -1.2291, 0.0079]], "mulliken_charge": [0.535, 0.192, 0.150, -0.346, -0.169, -0.015, -0.192, -0.155]}



x.
{"formula": "C2HClN2OS", "method": "ωB97M-V/def2-TZVPD", "lumo_ha": 0.01421, "homo_energy_ev": -9.88, "molar_mass_g_mol": 136.6, "gap_ev": 10.26, "smiles": "Sc1nonc1Cl", "species": ["C", "C", "H", "N", "N", "O", "S", "Cl"], "xyz": [[-0.6852, 0.2410, -0.0009], [0.7430, 0.1253, 0.0059], [-2.9037, -0.2519, -0.0067], [-0.9785, 1.5092, 0.0017], [1.2666, 1.3186, -0.0017], [0.2068, 2.1715, -0.0013], [-1.8375, -1.0680, 0.0000], [1.6639, -1.2955, -0.0007]], "mulliken_charge": [0.398, 0.431, 0.174, -0.329, -0.280, -0.019, -0.225, -0.149]}



Least stable: w



w.
{"formula": "C3H2N2S2", "method": "ωB97M-V/def2-TZVPD", "lumo_ha": -0.03219, "homo_energy_ev": -8.25, "molar_mass_g_mol": 130.2, "gap_ev": 7.37, "species": ["C", "C", "C", "N", "N", "S", "S", "H", "H"], "xyz": [[-1.1815, 0.6275, -0.1161], [-0.8653, -0.7118, 0.0402], [0.9986, 0.9171, 0.2091], [-0.0787, 1.4011, -0.1178], [0.3731, -1.0039, 0.3877], [2.6463, 0.5845, -0.0729], [1.8685, -1.3895, -0.1882], [-2.1559, 1.0707, -0.1906], [-1.6051, -1.4955, 0.0486]], "mulliken_charge": [-0.410, 0.019, 0.413, -0.292, -0.421, -0.136, 0.023, 0.409, 0.395]}



x.
{"formula": "C3H2N2S2", "method": "ωB97M-V/def2-TZVPD", "lumo_ha": [-0.11453, -0.11463], "homo_energy_ev": [-8.49, -8.50], "molar_mass_g_mol": 130.2, "gap_ev": [5.37, 5.38], "smiles": "S=C1C=CN=[N+]1[S-]", "species": ["C", "C", "C", "N", "N", "S", "S", "H", "H"], "xyz": [[-0.5805, -0.5663, 0.0062], [-0.3188, 0.7866, -0.0052], [-1.9760, -0.6905, 0.0076], [-2.4573, 0.6797, 0.0018], [-1.4487, 1.5047, -0.0072], [-2.8957, -2.0658, -0.0038], [-3.9952, 1.2167, 0.0018], [0.1108, -1.3826, 0.0119], [0.6282, 1.2915, -0.0121]], "mulliken_charge": [-0.387, -0.214, 0.162, 0.587, -0.730, -0.163, -0.074, 0.372, 0.448]}



Least stable: w



w.
{"formula": "C22H26N2O2", "method": "ωB97M-V/def2-TZVPD", "lumo_ha": 0.02673, "homo_energy_ev": -7.84, "molar_mass_g_mol": 350.5, "gap_ev": 8.57, "smiles": "CCn1cc(CCCC(=O)NCc2ccc(OC)cc2)c2ccccc21", "species": ["C", "H", "H", "H", "C", "N", "C", "C", "C", "C", "C", "C", "C", "C", "H", "C", "H", "H", "C", "H", "H", "C", "C", "O", "N", "H", "C", "C", "C", "C", "C", "C", "C", "H", "H", "O", "C", "H", "H", "H", "H", "H", "H", "H", "H", "H", "H", "H", "H", "H", "H", "H"], "xyz": [[-2.9322, 3.2573, 5.0622], [-3.7814, 3.2789, 4.3836], [-2.3254, 4.1415, 4.8817], [-3.2982, 3.2861, 6.0850], [-2.1048, 1.9925, 4.8329], [-1.6085, 1.9199, 3.4859], [-2.3014, 1.4864, 2.3906], [-3.5721, 0.9314, 2.2871], [-4.0145, 0.5685, 1.0338], [-3.2191, 0.7552, -0.1001], [-1.9612, 1.3056, -0.0077], [-1.4820, 1.6776, 1.2486], [-0.2634, 2.2624, 1.7112], [-0.3948, 2.3912, 3.0630], [0.3076, 2.7876, 3.7724], [0.9303, 2.6181, 0.8883], [1.6323, 3.1842, 1.5039], [0.6240, 3.2511, 0.0512], [1.6317, 1.3731, 0.3302], [0.9468, 0.8451, -0.3366], [2.4995, 1.6805, -0.2569], [2.0862, 0.4318, 1.4488], [2.7056, -0.8217, 0.8602], [3.8990, -1.0399, 0.8491], [1.7952, -1.6812, 0.3453], [0.8253, -1.4083, 0.3159], [2.1750, -2.8507, -0.4201], [1.9411, -2.6468, -1.8946], [1.1085, -3.4799, -2.6218], [0.8969, -3.2800, -3.9770], [1.5186, -2.2203, -4.6256], [2.3517, -1.3706, -3.8940], [2.5596, -1.5852, -2.5504], [3.2146, -0.9313, -1.9941], [2.8290, -0.5530, -4.4106], [1.3866, -1.9262, -5.9495], [0.5862, -2.7625, -6.7479], [0.9621, -3.7909, -6.7562], [-0.4571, -2.7596, -6.4154], [0.6429, -2.3514, -7.7546], [0.2467, -3.9559, -4.5100], [0.6175, -4.3088, -2.1316], [1.6158, -3.7195, -0.0594], [3.2411, -3.0024, -0.2239], [2.8340, 0.9282, 2.0680], [1.2307, 0.1650, 2.0727], [-1.3587, 1.4546, -0.8920], [-3.6068, 0.4623, -1.0651], [-4.9976, 0.1353, 0.9215], [-4.1971, 0.7893, 3.1565], [-2.7157, 1.1066, 5.0306], [-1.2499, 1.9786, 5.5150]], "mulliken_charge": [-1.029, 0.311, 0.295, 0.385, -0.786, 0.297, -0.201, -0.710, -0.627, -0.832, -0.310, 1.179, 0.307, -0.576, 0.427, -1.400, 0.406, 0.387, -0.344, 0.226, 0.368, -0.543, 0.384, -0.661, -0.143, 0.275, -1.164, 0.393, -0.998, -0.286, 0.864, -0.717, -0.126, 0.469, 0.436, -0.448, -0.847, 0.341, 0.335, 0.241, 0.382, 0.296, 0.396, 0.370, 0.336, 0.341, 0.443, 0.393, 0.397, 0.337, 0.366, 0.363]}



x.
{"formula": "C22H26N2O2", "method": "ωB97M-V/def2-TZVPD", "lumo_ha": 0.00196, "homo_energy_ev": -8.38, "molar_mass_g_mol": 350.5, "gap_ev": 8.44, "species": ["C", "C", "H", "H", "C", "C", "O", "N", "C", "C", "O", "N", "C", "C", "C", "C", "C", "C", "H", "H", "C", "H", "H", "H", "H", "C", "C", "C", "C", "C", "C", "C", "H", "H", "H", "H", "H", "H", "H", "H", "H", "H", "C", "C", "H", "H", "H", "H", "H", "H", "H", "H"], "xyz": [[4.0838, 1.1862, 3.5599], [2.8416, 1.6502, 2.5870], [1.9598, 1.8247, 3.0759], [3.1424, 2.6316, 2.1492], [2.5793, 0.7412, 1.7292], [1.5351, 1.0051, 0.8411], [1.3719, 2.0679, 0.6290], [0.7046, 0.2054, 0.2224], [0.8256, -1.2261, 0.5225], [0.1179, -1.6034, 1.9206], [0.8833, -2.1998, 2.6208], [-0.9590, -0.9947, 2.0274], [-2.1366, -0.4576, 1.3672], [-1.7681, 0.0891, -0.0647], [-2.8952, 0.7348, -0.6871], [-4.1208, 0.3160, -0.2402], [-4.5050, -0.3037, 1.0331], [-3.3338, -0.7972, 1.6960], [-3.6132, -1.1931, 2.4160], [-5.3662, -0.5036, 1.2200], [-5.3039, 1.0666, -1.0884], [-5.9707, 0.1056, -1.2056], [-5.6743, 1.8145, -0.7344], [-4.9090, 1.0668, -2.1273], [-2.6443, 1.3861, -1.7833], [-0.5126, 0.4724, -0.6265], [-0.3277, -0.0846, -1.8044], [-0.9270, -1.1551, -2.6076], [-0.6133, -1.7904, -3.6365], [0.2451, -1.1858, -4.4763], [1.0150, 0.0349, -4.1441], [0.7291, 0.6232, -2.7473], [1.2693, 1.3219, -2.4558], [1.7165, 0.4665, -4.5283], [0.4888, -1.5074, -5.4119], [-1.1993, -2.5860, -4.2638], [-1.7621, -1.4748, -1.8544], [-0.3342, 1.3083, -0.6332], [-1.4138, -1.3499, 2.9646], [1.9771, -1.7679, 0.4428], [0.1365, -2.0416, -0.1881], [2.6355, -0.5425, 2.1033], [3.9514, 0.3030, 0.7077], [4.4201, 1.5476, 0.1038], [5.0749, 2.2789, 0.6409], [3.4486, 2.1473, -0.4724], [4.9990, 1.2334, -0.7726], [4.4975, -0.2354, 1.2797], [3.5348, -0.2783, -0.2436], [4.3710, 1.9880, 4.3568], [3.9022, 0.3560, 3.9768], [5.0533, 1.2640, 2.9970]], "mulliken_charge": [-1.475, -0.652, 0.548, 0.286, 1.362, -1.098, -0.548, 0.085, -0.340, 0.307, -0.683, 0.031, -0.117, -0.331, -0.636, 0.928, -1.255, -1.155, 0.888, 0.754, -1.551, 0.319, 0.522, 0.356, 0.085, -0.103, 0.373, 0.072, -0.572, -0.304, -1.107, -1.146, 0.784, 0.666, 0.461, 0.219, 0.101, 1.633, 0.321, 0.175, 0.203, 0.434, -0.899, -1.102, 0.266, 0.147, 0.460, 0.935, 0.235, 0.340, 0.503, 0.275]}



y.
{"formula": "C22H26N2O2", "method": "ωB97M-V/def2-TZVPD", "lumo_ha": -0.00265, "homo_energy_ev": -8.29, "molar_mass_g_mol": 350.5, "gap_ev": 8.22, "smiles": "COc1ccc(/C=C2\\CC[C@@H](C3CCCC3)C2=O)cc1Cn1cccn1", "species": ["C", "H", "O", "C", "C", "C", "C", "C", "C", "C", "N", "C", "C", "C", "N", "H", "H", "H", "H", "H", "H", "C", "C", "C", "O", "C", "C", "C", "H", "H", "C", "H", "H", "C", "H", "H", "C", "H", "H", "H", "C", "H", "H", "C", "H", "H", "H", "H", "H", "H", "H", "H"], "xyz": [[-4.8577, -2.7339, -0.2654], [-5.9060, -2.7312, -0.5590], [-4.3706, -1.4598, -0.6064], [-3.0799, -1.1515, -0.3390], [-2.1531, -2.0148, 0.2357], [-0.8516, -1.6050, 0.4560], [-0.4324, -0.3191, 0.1179], [-1.3842, 0.5510, -0.4301], [-2.6811, 0.1564, -0.6725], [-3.6993, 1.1023, -1.2515], [-4.7884, 1.3172, -0.3335], [-4.7028, 1.5620, 0.9884], [-5.9915, 1.6827, 1.4545], [-6.7901, 1.4920, 0.3197], [-6.0469, 1.2713, -0.7476], [-7.8591, 1.5084, 0.2421], [-6.3108, 1.8792, 2.4575], [-3.7576, 1.6286, 1.4895], [-3.2228, 2.0583, -1.4985], [-4.1450, 0.6813, -2.1570], [-1.0860, 1.5587, -0.6828], [0.9115, 0.1726, 0.3272], [2.0621, -0.5074, 0.4610], [3.3315, 0.2202, 0.6654], [3.4361, 1.4167, 0.8082], [4.4534, -0.8077, 0.7061], [5.7807, -0.3610, 0.0847], [5.6312, 0.1193, -1.3713], [5.8231, -0.6764, -2.0912], [4.6202, 0.4963, -1.5347], [6.6234, 1.2712, -1.5035], [6.3931, 1.9241, -2.3444], [7.6357, 0.8827, -1.6327], [6.4979, 1.9715, -0.1560], [5.5629, 2.5302, -0.1201], [7.3228, 2.6530, 0.0475], [6.4359, 0.8154, 0.8432], [7.4417, 0.5385, 1.1629], [5.8637, 1.0912, 1.7265], [6.4522, -1.2260, 0.1111], [3.8380, -2.0478, 0.0493], [4.2996, -2.9710, 0.3975], [3.9684, -1.9873, -1.0318], [2.3458, -1.9767, 0.3918], [1.7268, -2.4826, -0.3496], [2.1640, -2.4385, 1.3671], [4.6255, -1.0157, 1.7710], [1.0087, 1.2534, 0.3498], [-0.1680, -2.2879, 0.9313], [-2.4404, -3.0149, 0.5198], [-4.7843, -2.9165, 0.8113], [-4.3299, -3.5251, -0.8076]], "mulliken_charge": [-1.006, 0.266, -0.409, 1.148, -0.825, -1.104, 0.646, -0.549, 0.444, -1.049, 0.990, -0.050, -0.812, -0.257, -1.207, 0.460, 0.397, 0.431, 0.407, 0.371, 0.406, -0.424, 0.013, 0.073, -0.653, 0.068, 0.246, -0.940, 0.352, 0.279, -0.782, 0.381, 0.310, -0.553, 0.236, 0.400, -1.100, 0.410, 0.337, 0.551, -1.217, 0.383, 0.368, -0.764, 0.512, 0.298, 0.446, 0.473, 0.420, 0.427, 0.388, 0.364]}



Least stable: x



w.
{"formula": "C5H8N3O2", "method": "ωB97M-V/def2-TZVPD", "lumo_ha": -0.21070, "charge": 1, "homo_energy_ev": -15.67, "molar_mass_g_mol": 142.1, "gap_ev": 9.93, "smiles": "CC1=[N+](C)[C@@H]([N+](=O)[O-])C=N1", "species": ["C", "C", "C", "C", "C", "N", "N", "N", "O", "O", "H", "H", "H", "H", "H", "H", "H", "H"], "xyz": [[0.9766, 1.5991, 0.5348], [-0.7959, 0.5937, -0.3117], [1.1665, 0.1162, 0.7755], [-2.0093, 0.8006, -1.0829], [-0.6117, -1.7775, 0.5492], [-0.1330, 1.7828, -0.0769], [-0.2489, -0.3875, 0.3105], [2.2909, -0.3919, -0.2462], [3.3070, -0.7299, 0.2265], [1.9667, -0.4413, -1.3958], [1.5762, 2.4689, 0.9367], [1.4397, -0.3921, 1.7935], [-2.4808, -0.0806, -1.4328], [-1.6303, 1.4312, -1.9464], [-2.6634, 1.4595, -0.3942], [-1.6018, -1.8138, -0.0793], [-0.8523, -1.9305, 1.5938], [0.3038, -2.3068, 0.2457]], "mulliken_charge": [-0.128, 0.641, -0.140, -1.082, -0.709, -0.408, 0.070, 0.957, -0.515, -0.483, 0.413, 0.411, 0.427, 0.335, 0.302, 0.263, 0.308, 0.337]}



x.
{"formula": "C5H8N3O2", "method": "ωB97M-V/def2-TZVPD", "lumo_ha": [-0.16766, -0.16766], "charge": 1, "homo_energy_ev": [-13.58, -13.58], "molar_mass_g_mol": 142.1, "gap_ev": [9.02, 9.02], "species": ["C", "C", "C", "C", "C", "N", "N", "N", "O", "O", "H", "H", "H", "H", "H", "H", "H", "H"], "xyz": [[1.4728, -0.0854, -1.4581], [0.5490, 0.8505, -0.9861], [1.2531, -1.4568, -1.2544], [-0.6588, 0.4898, -0.4255], [0.0961, -1.8725, -0.7700], [-1.0090, -0.7524, -0.3598], [0.8507, 1.7864, 3.0912], [-2.2581, -1.0252, 0.1329], [0.4839, 0.6927, 3.2687], [0.5396, 2.1860, 1.7505], [2.3766, 0.2496, -2.0703], [0.6776, 1.9119, -1.0731], [1.9401, -2.2579, -1.3775], [-1.2003, 1.3257, 0.0375], [-0.0854, -2.9270, -0.5121], [-2.6692, -1.9839, 0.2960], [-2.8884, -0.2868, 0.0772], [0.5297, 3.1552, 1.6327]], "mulliken_charge": [-0.185, -0.599, -0.368, 0.432, -0.279, 0.498, 0.287, -0.851, -0.251, -0.391, 0.345, 0.368, 0.401, 0.382, 0.369, 0.264, 0.201, 0.375]}



Least stable: x



w.
{"formula": "C6H10NO", "method": "ωB97M-V/def2-TZVPD", "lumo_ha": -0.21322, "charge": 1, "homo_energy_ev": -15.47, "molar_mass_g_mol": 112.2, "gap_ev": 9.67, "species": ["C", "C", "C", "C", "C", "C", "N", "O", "H", "H", "H", "H", "H", "H", "H", "H", "H", "H"], "xyz": [[2.7966, 0.1680, 0.1570], [3.1177, 1.4067, 0.3580], [1.5050, -0.4186, -0.1354], [-1.6927, 1.1849, -0.6844], [-1.4967, -0.7203, 0.9528], [-0.9143, -0.0574, -0.2908], [0.4653, 0.3505, -0.0057], [1.3284, -1.6427, -0.5380], [3.7051, -0.4449, 0.2142], [-2.6854, 0.9038, -1.0240], [-1.8075, 1.8474, 0.1695], [-1.1924, 1.7181, -1.4901], [-1.4231, -0.0533, 1.8085], [-0.9801, -1.6475, 1.1805], [-2.5458, -0.9386, 0.7766], [-0.8828, -0.7793, -1.1126], [0.5771, 1.2998, 0.3354], [2.1254, -2.1769, -0.6715]], "mulliken_charge": [-0.295, -0.329, 0.971, -1.513, -1.299, 0.316, -0.140, -0.409, 0.323, 0.406, 0.413, 0.417, 0.350, 0.383, 0.385, 0.321, 0.315, 0.384]}



x.
{"formula": "C6H10NO", "method": "ωB97M-V/def2-TZVPD", "lumo_ha": -0.13511, "charge": 1, "homo_energy_ev": -13.50, "molar_mass_g_mol": 112.2, "gap_ev": 9.82, "species": ["C", "C", "C", "C", "C", "C", "N", "O", "H", "H", "H", "H", "H", "H", "H", "H", "H", "H"], "xyz": [[-1.9739, 3.6194, 0.2084], [-2.6451, 3.0419, -0.5708], [0.1784, -1.6134, 0.8647], [0.6712, -1.3481, -0.4849], [1.8976, -1.9987, -1.0859], [0.2682, 0.9092, 0.7308], [0.8686, -0.3679, 0.6872], [-0.9444, 0.9125, 0.4395], [-1.5940, 4.4785, 0.6158], [-1.0208, -1.5874, 1.0735], [0.7085, -2.2697, 1.4648], [-0.2074, -0.9772, -1.0325], [1.4814, -3.0126, -1.3728], [2.6147, -2.2074, -0.2626], [2.4084, -1.3332, -1.8067], [-3.1206, 2.2521, -1.0622], [1.7516, -0.3183, 1.2426], [-1.3425, 1.8201, 0.3511]], "mulliken_charge": [-0.594, -0.284, -0.520, 0.154, -1.099, -0.508, 0.231, -0.062, 0.414, 0.230, 0.356, 0.409, 0.329, 0.297, 0.343, 0.418, 0.437, 0.449]}



y.
{"formula": "C6H10NO", "method": "ωB97M-V/def2-TZVPD", "lumo_ha": -0.21920, "charge": 1, "homo_energy_ev": -13.16, "molar_mass_g_mol": 112.2, "gap_ev": 7.19, "smiles": "C=[NH+]C(=C)CCC=O", "species": ["O", "C", "C", "C", "C", "C", "C", "N", "H", "H", "H", "H", "H", "H", "H", "H", "H", "H"], "xyz": [[1.0576, 1.4504, -2.6371], [0.7750, 0.2179, -2.5307], [0.6075, -0.4273, -1.1669], [0.1651, 0.4936, -0.1148], [0.0387, -0.2862, 1.1293], [1.1191, -0.7729, 1.8680], [-2.3027, 0.1130, 1.8818], [-1.2939, -0.7033, 1.5016], [0.6832, -0.4208, -3.3496], [1.5047, -0.9490, -0.9553], [-0.1324, -1.2325, -1.2388], [-0.6888, 1.2797, -0.2353], [0.9555, 1.2839, 0.0039], [2.1026, -0.3392, 1.6769], [0.8062, -1.3711, 2.7841], [-3.2984, -0.3836, 2.0314], [-2.3875, 1.1855, 2.0996], [-1.3646, -1.7606, 1.3694]], "mulliken_charge": [-0.481, -0.146, -0.594, -0.519, 0.209, -0.763, -0.129, -0.034, 0.430, 0.410, 0.344, 0.389, 0.276, 0.345, 0.273, 0.269, 0.331, 0.390]}



Least stable: x